ORCA calculation (ωB97M-V/def2-TZVPD) on a cluster of 7 separate species, C36H50N4O14 in total in a non-equilibrium geometry.

Last column: Mulliken charge in e.
Element x y z (Å)
1 C -1.48196 7.03379 2.27722  -0.52
2 H 1.59985 3.13618 -1.31717  0.72
3 C -0.91400 -1.28729 0.25731  -0.17
4 O 4.10152 5.90680 -1.78131  -0.62
5 C -2.30590 5.95295 2.03375  -0.31
6 C 1.83841 -3.31773 1.49860  0.34
7 C -0.41677 6.81782 3.15351  0.19
8 C -2.17155 2.55698 -2.44432  0.15
9 H 1.27488 -5.06284 3.18754  0.12
10 C -1.15068 4.65037 3.72164  -0.34
11 C 1.92136 -3.56838 -6.80683  -0.39
12 O -6.17911 -4.79483 1.28764  -0.43
13 H -5.48100 -4.53404 3.30086  0.28
14 H -3.27956 -4.24967 -0.33198  0.38
15 C -1.27530 -0.97409 1.63676  -1.03
16 C 4.05043 1.59112 0.44942  -0.86
17 H -2.13936 3.86924 -4.12629  0.52
18 C 3.54193 3.82102 -1.02507  -0.14
19 O -3.23984 0.53767 -2.52705  -0.58
20 N -3.03323 1.58780 -3.10989  1.02
21 H 0.24267 -1.45356 -4.72212  0.37
22 H -1.30360 -3.95477 -7.84744  0.32
23 H 1.95058 1.19746 0.19591  0.73
24 H 0.85075 -3.26666 1.99449  -0.04
25 O -1.28885 0.50089 1.82502  -0.25
26 H -3.05340 6.04197 1.26143  0.43
27 H 1.05427 -4.68041 -8.40396  0.37
28 H 4.39915 -1.51809 3.88649  0.32
29 H -1.66781 -2.30569 -5.95215  0.39
30 C -5.16614 -3.99879 0.72968  -0.60
31 H -0.45464 3.09734 0.45896  1.09
32 O 3.88034 -2.12421 -5.49456  -0.56
33 H 2.29161 -1.25674 1.68494  -0.24
34 C -2.12382 4.75427 2.76486  -0.51
35 C -5.85693 -5.30199 2.62321  -0.60
36 C -1.82339 2.36893 -1.12216  -0.14
37 C -0.50865 4.43064 -1.21009  -1.35
38 H -1.92911 -6.18687 1.11249  0.42
39 H 2.78292 -4.49624 3.81792  0.18
40 C -1.73458 3.65795 -3.16173  -0.73
41 H -2.31081 -1.32414 1.78467  0.39
42 H -5.59343 -3.60994 -0.21272  0.33
43 C 1.68376 -2.63180 -5.84422  0.45
44 H -0.62047 5.52638 -3.05303  0.37
45 H 1.81218 -0.55326 -1.19802  0.28
46 O 2.39922 -2.18719 3.49884  -0.39
47 H 1.09253 -2.16459 -1.48269  0.40
48 C -0.33550 1.04491 2.68978  0.27
49 H 4.28327 0.65222 0.97950  0.42
50 C 2.75919 1.87325 -0.01372  -0.22
51 C -0.41661 -3.55932 -7.29869  -0.33
52 C 2.35308 -5.07848 3.01776  -0.47
53 H -1.55049 -5.44895 2.70290  0.18
54 H -0.39120 2.14969 2.49489  -0.44
55 H -2.17858 1.51909 -0.57724  0.40
56 H 3.69473 -2.33668 1.90270  0.58
57 O 2.57056 -4.58566 1.69795  -0.52
58 C 5.05107 2.56632 0.30060  -0.56
59 N 2.80750 -2.15911 -5.00241  0.92
60 H 2.94450 -3.97672 -6.89663  0.36
61 C 0.90488 -3.97683 -7.59113  -0.49
62 O 2.61290 -1.84552 -3.82626  -0.58
63 O 2.21316 5.12170 -2.41079  -0.59
64 H 0.56269 5.55023 4.58007  0.50
65 H -1.09363 3.73073 4.29725  0.45
66 H -0.92840 -2.39149 0.26667  0.12
67 H 6.02424 2.36203 0.71692  0.39
68 H -2.66128 3.84160 2.54936  0.44
69 C -1.87668 -5.24617 1.64475  -0.66
70 N 3.26603 5.03436 -1.79510  1.02
71 O -3.08154 -4.58556 1.71023  -0.29
72 C -0.93364 4.61710 -2.52020  -0.30
73 H 3.16537 -1.33759 5.22633  0.26
74 H 2.72351 -6.11536 3.11563  0.32
75 C -0.25082 5.68999 3.91633  -0.49
76 H -4.02601 -5.80422 0.37222  0.41
77 H -1.59338 8.00790 1.77879  0.42
78 H 0.34001 -0.69835 -2.16042  0.24
79 H 1.68762 -3.17590 0.41787  -0.23
80 H 0.22522 5.13422 -0.83362  0.69
81 H -5.02486 -3.14338 1.43195  0.33
82 H -5.11744 -6.13717 2.69055  0.21
83 H 3.11339 -0.26318 3.81721  0.22
84 C 3.32956 -1.28959 4.14444  -0.69
85 C 4.78752 3.71192 -0.44768  -0.67
86 C 2.54720 2.94704 -0.83044  -0.25
87 O 1.46889 7.77619 4.16922  -0.59
88 C -0.90413 3.27610 -0.51049  -0.54
89 H -0.56196 0.84379 3.77540  0.35
90 H -1.12241 -4.66024 1.10360  0.18
91 O 0.53812 8.82972 2.54156  -0.59
92 H -6.83344 -5.65014 2.98385  0.27
93 H 0.69810 0.78097 2.43134  -0.12
94 H -1.65802 -0.92026 -0.43957  0.28
95 O 0.37318 -0.82465 0.02851  0.70
96 C 0.39482 -2.14295 -5.55351  -0.28
97 C -3.86870 -4.71888 0.50952  -0.40
98 C 0.87328 -1.12888 -1.28341  -1.29
99 H 5.43276 4.56710 -0.51223  0.53
100 O -3.54126 1.86926 -4.22017  -0.61
101 C -0.67408 -2.69564 -6.21659  -0.54
102 C 2.61586 -2.19165 2.11416  0.24
103 H -0.61363 -1.49897 2.30053  0.35
104 N 0.61104 7.85630 3.25163  0.96

E_LUMO	-0.765	eV
electronic energy	-72752.1750	eV
frontier orbital gap	8.89	eV
largest force on an atom	3.2	eV/A
structure (SMILES)	O=[N+]([O-])c1ccccc1.O=[N+]([O-])c1ccccc1.O=[N+]([O-])c1ccccc1.O=[N+]([O-])c1ccccc1.COCCOC.COCCOC.COCCOC
relative energy (zero: lowest compared OMol25 entry of this formula, charge and spin)	1.295	eV